Below is C30H24N4O2S3Ti as an isolated structure, with properties calculated with the ωB97M-V functional and the def2-TZVPD basis.

Its net charge is 0. As for the total energy: -3571.25002 hartree. The energy above the lowest of the compared OMol25 structures with the same formula, charge and spin is 0.0 kJ/mol. As for the orbital gap: 6.67 eV.

Atoms and positions in Å:
Ti -0.517 -0.882 -1.230
O -0.104 -3.367 -4.321
C -0.098 -2.917 -3.211
O -0.643 -1.759 -2.857
C 0.513 -3.641 -2.041
C 1.088 -4.908 -2.209
C 1.586 -5.532 -1.104
C 1.490 -4.908 0.158
C 1.958 -5.525 1.343
C 1.819 -4.898 2.545
C 1.203 -3.629 2.618
C 0.751 -3.002 1.493
C 0.890 -3.629 0.235
N 0.429 -3.011 -0.895
H 1.113 -5.339 -3.199
H 2.048 -6.509 -1.175
H 2.421 -6.501 1.273
H 2.175 -5.372 3.450
H 1.083 -3.149 3.580
H 0.270 -2.038 1.552
C -0.901 3.558 -3.163
C -0.671 2.457 -3.974
C -0.612 1.184 -3.420
C -0.787 0.984 -2.047
C -1.052 2.110 -1.256
C -1.101 3.383 -1.801
H -0.920 4.553 -3.589
H -0.526 2.589 -5.039
H -0.424 0.338 -4.069
H -1.199 2.003 -0.188
H -1.285 4.240 -1.163
S 2.497 5.224 -1.654
C 2.248 3.727 -1.014
S 2.432 2.239 -1.900
C 1.873 1.343 -0.525
N 1.622 2.061 0.509
N 1.842 3.386 0.242
C 1.512 4.310 1.282
C 0.300 4.162 1.938
C -0.030 5.034 2.963
C 0.848 6.047 3.323
C 2.060 6.181 2.661
C 2.402 5.309 1.638
S 1.695 -0.399 -0.537
H -0.367 3.361 1.648
H -0.975 4.923 3.478
H 0.588 6.731 4.120
H 2.749 6.966 2.943
H 3.342 5.405 1.115
C -1.153 0.397 1.941
C -1.934 -0.772 1.432
C -2.812 -1.547 2.125
C -3.382 -2.479 1.205
C -2.815 -2.260 -0.012
C -3.084 -2.976 -1.297
N -1.903 -1.199 0.098
H -1.055 0.318 3.024
H -1.668 1.339 1.734
H -0.147 0.475 1.524
H -3.048 -1.439 3.172
H -4.135 -3.223 1.416
H -4.003 -3.550 -1.196
H -2.289 -3.682 -1.554
H -3.209 -2.292 -2.137

Below is C12H15AsN4O8PtS2 as an isolated structure, with properties calculated with the ωB97M-V functional and the def2-TZVPD basis.

Its net charge is 0. As for the total energy: -4438.69140 hartree. The energy above the lowest of the compared OMol25 structures with the same formula, charge and spin is 37.0 kJ/mol. As for the orbital gap: 7.78 eV.

Atoms and positions in Å:
Pt 0.095 -0.298 0.216
O 4.050 0.556 -1.175
As 2.987 -0.774 -0.699
O 3.962 -1.992 -0.278
O 2.037 -0.002 0.552
C 1.770 -0.715 -2.236
C 1.942 0.349 -3.113
C 1.043 0.551 -4.154
C -0.026 -0.308 -4.332
C -0.204 -1.380 -3.468
C 0.685 -1.579 -2.428
S 0.411 -2.945 -1.314
O 1.247 -4.017 -1.755
O -1.017 -3.203 -1.278
O 0.874 -2.335 -0.007
H 4.944 0.214 -1.047
H 2.777 1.020 -2.978
H 1.182 1.391 -4.822
H -0.727 -0.144 -5.140
H -1.039 -2.060 -3.578
C -4.224 1.226 -0.567
O -4.132 0.117 0.348
C -2.943 -0.470 0.410
O -2.023 -0.159 -0.349
N -2.907 -1.441 1.336
N -1.746 -2.208 1.421
H -5.231 1.610 -0.446
H -4.062 0.885 -1.587
H -3.486 1.982 -0.309
H -3.782 -1.762 1.721
H -1.682 -2.905 0.680
H -1.647 -2.623 2.335
S -0.308 1.894 0.635
C 0.316 2.103 2.229
N 1.417 1.410 2.623
C 1.920 1.510 3.856
C 1.348 2.376 4.748
C 0.270 3.123 4.267
N -0.239 2.996 3.056
H 1.855 0.769 1.900
H 2.781 0.892 4.072
H 1.723 2.487 5.752
H -0.209 3.859 4.903

Below is an isolated ion of composition C5H9N2 and charge +1 in a non-equilibrium geometry, with properties calculated with the ωB97M-V functional and the def2-TZVPD basis.

Its net charge is +1. As for the total energy: -305.04496 hartree. The energy above the lowest of the compared OMol25 structures with the same formula, charge and spin is 485.9 kJ/mol. As for the orbital gap: 9.50 eV. The structure (SMILES) is C/C=C1\C(=[NH2+])N1C.

Atoms and positions in Å:
C -0.880 0.851 0.406
C 1.164 -0.984 0.347
C 1.876 -1.806 1.434
C 0.211 -0.070 0.174
C -0.704 0.822 -2.212
N -0.571 0.638 -0.846
N -1.854 1.477 1.107
H 1.644 -1.071 -0.716
H 2.034 -2.791 1.243
H 1.345 -1.651 2.433
H 2.950 -1.474 1.375
H -0.089 0.118 -2.652
H -1.781 0.507 -2.434
H -0.690 1.936 -2.463
H -1.998 1.519 2.147
H -2.658 1.979 0.656

Below is C37H43NO2PPd as an isolated structure in a non-equilibrium geometry, with properties calculated with the ωB97M-V functional and the def2-TZVPD basis.

Its net charge is +1. As for the total energy: -2109.65673 hartree. The spin multiplicity is 5. The energy above the lowest of the compared OMol25 structures with the same formula, charge and spin is 131.0 kJ/mol. As for the orbital gap (alpha / beta): 8.22 / 5.73 eV.

Atoms and positions in Å:
O -1.863 -1.839 -5.402
C -3.281 -2.176 -5.464
C -3.365 -2.229 -6.969
H -3.894 -1.352 -5.107
H -3.490 -3.113 -4.934
C -1.892 -1.769 -6.868
H -4.053 -1.498 -7.389
H -3.516 -3.245 -7.333
C -1.679 -0.333 -7.298
H -2.387 0.331 -6.784
H -1.856 -0.253 -8.377
H -0.647 -0.029 -7.080
C -0.999 -2.763 -7.591
H -1.253 -3.788 -7.303
H 0.054 -2.535 -7.425
H -1.209 -2.681 -8.663
Pd 0.354 -0.385 0.018
C 2.177 -2.403 1.531
C 0.814 -2.448 1.882
C 0.044 -2.459 0.667
H 0.408 -2.509 2.893
C 0.997 -2.358 -0.451
C 2.307 -2.206 0.139
H 3.238 -2.101 -0.422
H 3.009 -2.571 2.216
H -1.005 -2.738 0.528
H 0.751 -2.515 -1.504
C 2.218 2.323 0.072
C 2.524 1.018 -0.372
C 1.525 0.645 -1.374
H 3.373 0.404 -0.085
C 0.534 1.736 -1.384
C 0.959 2.710 -0.460
H 0.440 3.636 -0.227
H 2.868 2.999 0.628
H 1.643 -0.110 -2.146
H -0.276 1.855 -2.101
O -2.787 0.302 -3.890
C -1.564 -0.242 -3.323
C -1.829 -1.649 -2.780
H -1.299 0.396 -2.453
H -0.748 -0.174 -4.056
C -3.320 -1.553 -2.427
H -1.160 -1.888 -1.941
H -1.675 -2.435 -3.532
C -3.864 -0.257 -3.100
H -3.446 -1.474 -1.343
H -3.883 -2.417 -2.799
H -4.215 0.478 -2.335
H -4.718 -0.456 -3.777
N 0.142 0.389 1.788
P 0.802 0.934 3.136
C 2.350 0.137 3.598
C 2.374 -0.834 4.613
C 3.586 -1.421 4.973
C 4.764 -1.061 4.317
C 4.737 -0.124 3.282
C 3.532 0.475 2.916
C 1.089 2.719 3.165
C 2.180 3.289 3.845
C 2.306 4.681 3.898
C 1.344 5.495 3.296
C 0.270 4.922 2.609
C 0.137 3.536 2.548
C -0.308 0.674 4.525
C 0.031 1.111 5.820
C -0.889 0.958 6.861
C -2.128 0.353 6.608
C -2.450 -0.090 5.320
C -1.541 0.076 4.269
H 1.450 -1.104 5.134
H 3.599 -2.154 5.779
H 5.710 -1.503 4.620
H 5.644 0.165 2.758
H 3.509 1.231 2.127
H 2.918 2.651 4.329
H 3.165 5.110 4.407
H 1.437 6.576 3.367
H -0.473 5.551 2.121
H -0.687 3.069 2.000
H 1.003 1.574 6.002
H -0.635 1.310 7.862
H -2.842 0.232 7.425
H -3.414 -0.560 5.122
H -1.772 -0.248 3.250

Below is C12H18CaCl3O21 as an isolated structure in a non-equilibrium geometry, with properties calculated with the ωB97M-V functional and the def2-TZVPD basis.

Its net charge is 0. As for the total energy: -4105.48907 hartree. The spin multiplicity is 2. As for the orbital gap (alpha / beta): 9.61 / 3.47 eV.

Atoms and positions in Å:
Ca -0.198 0.745 0.806
Cl -1.398 3.074 2.927
O -0.434 2.095 3.049
O -0.926 4.371 3.252
O -1.806 2.963 1.577
O -2.459 2.633 3.833
Cl -1.962 -1.601 2.176
O -0.667 -1.349 2.785
O -2.373 -0.521 1.372
O -1.812 -2.701 1.318
O -2.879 -1.802 3.199
Cl 1.678 2.886 -0.974
O 2.985 3.459 -0.992
O 1.108 2.987 0.345
O 0.810 3.530 -1.964
O 1.708 1.474 -1.109
C -0.660 -4.851 -2.464
C 0.670 -4.013 -2.372
C 0.692 -2.764 -3.382
O 0.867 -1.641 -2.541
C 0.709 -1.970 -1.230
O 0.583 -1.198 -0.258
O 0.761 -3.335 -1.072
H -0.691 -5.219 -3.489
H -1.510 -4.242 -2.156
H -0.568 -5.733 -1.830
H 1.476 -4.717 -2.579
H -0.219 -2.704 -3.977
H 1.534 -2.953 -4.047
C 4.424 2.561 4.645
C 4.464 1.045 4.322
C 3.566 0.376 5.327
O 2.457 0.063 4.591
C 2.672 0.197 3.210
O 1.824 -0.053 2.340
O 3.868 0.951 3.068
H 3.375 2.820 4.502
H 4.924 3.079 3.826
H 4.829 2.922 5.590
H 5.503 0.719 4.368
H 3.370 0.969 6.220
H 4.150 -0.518 5.545
C -4.328 1.667 -4.490
C -4.016 0.493 -3.514
C -3.011 -0.463 -4.090
O -1.868 -0.168 -3.327
C -2.175 0.571 -2.192
O -1.414 0.770 -1.188
O -3.334 1.113 -2.366
H -4.832 1.254 -5.364
H -3.391 2.093 -4.850
H -4.949 2.377 -3.944
H -4.847 -0.135 -3.193
H -2.879 -0.122 -5.117
H -3.402 -1.480 -4.119

Below is C17H19ClF4N3Pt as an isolated structure in a non-equilibrium geometry, with properties calculated with the ωB97M-V functional and the def2-TZVPD basis.

Its net charge is +1. As for the total energy: -1802.14640 hartree. The energy above the lowest of the compared OMol25 structures with the same formula, charge and spin is 77.4 kJ/mol. As for the orbital gap (alpha / beta): 5.72 / 5.72 eV.

Atoms and positions in Å:
Pt -0.084 0.477 0.300
C 1.859 -3.104 -1.677
C 1.147 -2.165 -0.720
N 1.080 -0.747 -1.157
C 2.412 -0.159 -1.418
C 3.337 -0.174 -0.221
C 0.189 -0.538 -2.316
C -1.236 -0.891 -1.984
N -1.528 -0.508 -0.601
C -2.771 -0.699 -0.039
C -2.905 -0.484 1.329
F -1.806 -0.121 2.071
C -4.104 -0.631 1.994
F -4.128 -0.405 3.314
C -5.247 -1.014 1.333
C -5.145 -1.243 -0.021
F -6.219 -1.623 -0.719
C -3.948 -1.100 -0.700
F -3.973 -1.361 -2.026
H 1.711 -4.127 -1.331
H 2.934 -2.923 -1.712
H 1.470 -3.046 -2.696
H 1.637 -2.177 0.253
H 0.126 -2.498 -0.547
H 2.237 0.857 -1.771
H 2.884 -0.695 -2.249
H 2.812 0.117 0.689
H 4.160 0.522 -0.383
H 3.775 -1.160 -0.057
H 0.495 -1.123 -3.188
H 0.266 0.514 -2.585
H -1.432 -1.959 -2.111
H -1.879 -0.373 -2.693
H -6.187 -1.133 1.853
Cl 0.625 3.808 4.672
C 1.170 3.417 3.090
C 2.107 4.199 2.441
C 2.514 3.821 1.171
C 1.972 2.693 0.595
N 1.051 1.947 1.226
C 0.663 2.299 2.465
H 2.509 5.079 2.924
H 3.249 4.398 0.629
H 2.266 2.364 -0.390
H -0.064 1.667 2.961